# 1
{"formula": "C3H7NO2", "method": "ωB97M-V/def2-TZVPD", "gap_ev": 10.47, "homo_ev": -9.5366, "symbols": ["N", "C", "O", "C", "C", "O", "H", "H", "H", "H", "H", "H", "H"], "coordinates": [[-1.762, -1.234, -0.628], [-0.574, -0.624, -0.877], [-0.330, 0.060, -1.857], [0.350, 1.239, 0.781], [1.457, 0.385, 0.434], [1.582, -0.758, 0.865], [-1.733, -1.960, 0.073], [-2.339, -1.404, -1.437], [-0.461, 0.859, 1.413], [0.057, 2.085, 0.144], [2.137, 0.856, -0.288], [1.452, 1.368, 1.467], [0.165, -0.871, -0.090]]}



# 2
{"formula": "C3H6N4", "method": "ωB97M-V/def2-TZVPD", "smiles": "Nc1cncn1N", "gap_ev": 8.52, "homo_ev": -7.7852, "symbols": ["N", "C", "C", "N", "C", "N", "N", "H", "H", "H", "H", "H", "H"], "coordinates": [[0.903, 0.899, 1.467], [0.181, -0.073, 0.787], [-0.431, -1.251, 1.138], [-1.001, -1.855, 0.041], [-0.756, -1.069, -0.963], [-0.015, 0.032, -0.572], [0.395, 1.119, -1.332], [1.026, 1.724, 0.859], [0.478, 1.158, 2.353], [-0.489, -1.710, 2.117], [-1.026, -1.236, -2.006], [1.123, 0.839, -1.990], [-0.388, 1.423, -1.899]]}



How do the records compare in molar mass? In the order shown, they have 89.09, 98.11 g/mol.
How do the records compare in largest force on an atom? In the order shown, they have 3.067, 0.813 eV Å⁻¹.
How do the records compare in energy above the lowest of the compared OMol25 structures with the same formula, charge and spin? In the order shown, they have 332.4, 106.2 kJ/mol.